Entry 1:
C4H3FS in the gas phase in a non-equilibrium geometry, computed with ωB97M-V/def2-TZVPD.

As for the HOMO energy: -0.3404 Ha. Its energy above the lowest of the compared OMol25 structures with the same formula, charge and spin is 231.6 kJ/mol. The calculation puts the orbital gap at 8.58 eV. Its SMILES is C#C[C@@H](F)C=S.

```
9
Properties=species:S:1:pos:R:3:forces:R:3:mulliken_charge:R:1
C -1.625 1.055 1.019 0.196 -0.347 -0.411 0.11
C -0.968 0.205 0.507 0.839 -0.368 -0.093 -0.58
C -0.079 -0.626 -0.307 0.202 1.287 -0.183 0.22
F -0.652 -0.629 -1.586 0.639 0.036 -0.021 -0.27
C 1.389 -0.086 -0.343 -1.317 -1.360 -0.604 -0.29
S 2.486 -0.292 0.775 0.224 0.154 0.833 -0.20
H -2.224 1.855 1.298 -0.680 0.753 0.658 0.44
H -0.013 -1.649 -0.025 -0.108 -0.860 0.566 0.26
H 1.687 0.165 -1.337 0.005 0.705 -0.745 0.32
```
Positions in Å, forces in eV/Å.


Entry 2:
C27H24N4O5 in the gas phase in a non-equilibrium geometry, computed with ωB97M-V/def2-TZVPD.

As for the HOMO energy: -0.3127 Ha. Its energy above the lowest of the compared OMol25 structures with the same formula, charge and spin is 172.3 kJ/mol. The calculation puts the orbital gap at 8.95 eV. Its SMILES is O=C(OCC(=O)N1CCN(C(=O)c2ccco2)CC1)c1cn(-c2ccccc2)nc1-c1ccccc1.

```
60
Properties=species:S:1:pos:R:3:forces:R:3:mulliken_charge:R:1
O -0.810 -2.651 -0.447 -0.077 0.069 -0.173 -0.60
C -1.119 -1.690 -1.103 0.190 -0.122 0.029 0.46
O -0.678 -1.490 -2.369 -0.212 0.206 -0.007 -0.37
C 0.161 -2.503 -2.908 0.079 -0.529 0.008 -0.78
C 1.465 -2.766 -2.145 -0.153 0.035 -0.255 1.06
O 1.842 -3.906 -1.970 -0.121 -0.333 -0.091 -0.69
N 2.192 -1.698 -1.749 0.251 0.147 0.121 0.10
C 1.912 -0.297 -1.966 -0.184 0.337 0.050 -1.06
C 1.702 0.400 -0.616 -0.121 0.307 -0.363 -0.92
N 2.874 0.201 0.211 -0.187 0.042 0.037 0.12
C 3.678 1.270 0.443 -0.402 -0.144 -0.117 0.63
O 3.354 2.390 0.068 0.273 0.135 0.093 -0.74
C 4.942 1.123 1.181 0.630 1.222 0.222 0.30
C 5.750 2.170 1.558 -0.631 -0.555 -0.306 -0.38
C 6.860 1.604 2.216 0.021 -0.571 0.053 -0.56
C 6.659 0.257 2.192 0.527 0.550 0.255 -0.45
O 5.510 -0.045 1.572 -0.225 -0.327 -0.112 -0.29
C 3.133 -1.201 0.441 0.330 -0.458 -0.063 -0.72
C 3.350 -1.908 -0.903 0.031 -0.264 0.363 -0.88
C -1.943 -0.564 -0.668 -0.257 0.536 0.120 -0.02
C -1.828 0.737 -1.126 -0.081 -0.434 0.092 -0.39
N -2.666 1.494 -0.395 0.566 -0.799 -0.306 0.82
C -2.885 2.875 -0.473 -0.255 0.937 0.045 0.99
C -1.980 3.715 -1.112 -0.062 -0.240 0.066 -0.33
C -2.232 5.074 -1.165 -0.056 0.038 -0.015 -0.74
C -3.373 5.601 -0.584 0.000 0.090 -0.004 -0.45
C -4.267 4.762 0.062 0.082 0.032 -0.050 -0.60
C -4.029 3.402 0.120 0.060 -0.182 -0.039 -0.46
N -3.332 0.758 0.499 -0.497 -0.216 0.552 -0.98
C -2.920 -0.490 0.371 0.460 0.409 -0.606 -0.04
C -3.489 -1.545 1.197 -0.263 -0.283 0.368 0.62
C -3.620 -2.849 0.729 0.003 0.169 0.023 -0.36
C -4.188 -3.820 1.533 -0.029 -0.093 -0.004 -0.77
C -4.634 -3.503 2.805 -0.021 -0.033 0.029 -0.36
C -4.518 -2.203 3.272 -0.056 -0.022 0.083 -0.58
C -3.952 -1.229 2.474 0.096 -0.008 -0.128 -0.49
H -0.373 -3.459 -2.927 0.169 0.183 -0.006 0.40
H 0.383 -2.188 -3.931 -0.027 -0.021 0.120 0.36
H 1.042 -0.165 -2.604 0.127 0.015 0.013 0.51
H 2.783 0.154 -2.461 -0.099 0.014 0.022 0.42
H 1.565 1.474 -0.752 -0.062 -0.168 0.021 0.49
H 0.831 -0.025 -0.106 0.043 0.026 -0.022 0.29
H 5.549 3.205 1.376 -0.111 0.179 -0.083 0.55
H 7.692 2.124 2.645 0.204 0.038 0.114 0.46
H 7.239 -0.563 2.568 -0.005 -0.170 0.010 0.47
H 3.997 -1.342 1.083 -0.189 -0.029 -0.071 0.56
H 2.253 -1.636 0.929 0.086 0.002 -0.019 0.27
H 3.471 -2.982 -0.761 0.047 0.149 -0.033 0.43
H 4.239 -1.500 -1.399 -0.002 -0.029 0.048 0.30
H -1.212 1.132 -1.907 0.098 0.132 -0.164 0.68
H -1.076 3.322 -1.550 0.104 -0.048 -0.026 0.18
H -1.526 5.725 -1.659 0.065 0.043 -0.038 0.38
H -3.561 6.662 -0.629 -0.011 0.092 -0.002 0.38
H -5.155 5.168 0.522 -0.078 0.017 0.040 0.37
H -4.709 2.731 0.619 -0.057 -0.009 0.027 0.43
H -3.288 -3.104 -0.264 0.039 -0.036 -0.060 0.42
H -4.284 -4.831 1.164 -0.007 -0.074 -0.033 0.39
H -5.074 -4.266 3.430 -0.028 -0.056 0.045 0.38
H -4.870 -1.951 4.262 -0.017 0.022 0.069 0.37
H -3.857 -0.212 2.824 0.010 0.081 0.057 0.42
```
Positions in Å, forces in eV/Å.


Entry 3:
9 unconnected molecules or ions with the total composition C21H49F6N4O24P3 in a non-equilibrium geometry, computed with ωB97M-V/def2-TZVPD.

As for the HOMO energy: -0.3885 Ha. Its energy above the lowest of the compared OMol25 structures with the same formula, charge and spin is 165.0 kJ/mol. The calculation puts the orbital gap at 10.52 eV. Its SMILES is CCOC(=O)C(F)(F)F.CCOC(=O)C(F)(F)F.COP(=O)(OC)OC.COP(=O)(OC)OC.COP(=O)(OC)OC.C[N+](=O)[O-].C[N+](=O)[O-].C[N+](=O)[O-].C[N+](=O)[O-].

```
107
Properties=species:S:1:pos:R:3:forces:R:3:mulliken_charge:R:1
C -3.040 -4.510 -0.334 0.976 0.047 -0.183 -0.96
C -3.179 -3.010 -0.232 -1.690 0.605 -1.463 -0.40
O -2.552 -2.453 0.908 0.290 0.222 1.114 0.07
C -3.307 -1.791 1.796 -0.231 -0.865 -0.387 0.35
O -4.453 -1.490 1.661 -0.128 0.261 0.072 -0.54
C -2.546 -1.492 3.111 0.647 0.692 -0.853 0.80
F -3.333 -1.585 4.179 0.202 -0.200 -0.239 -0.27
F -1.486 -2.302 3.241 -0.459 0.341 0.446 -0.21
F -2.105 -0.213 3.023 -0.073 -0.529 0.310 -0.25
H -2.964 -4.926 0.671 -0.358 -0.201 -0.067 0.24
H -2.140 -4.807 -0.877 0.104 0.096 0.156 0.07
H -3.870 -4.914 -0.910 -0.172 -0.088 0.305 0.39
H -4.249 -2.771 -0.258 0.111 0.021 0.712 0.41
H -2.861 -2.454 -1.120 0.709 -0.272 0.137 0.37
C 3.853 2.745 -3.779 -0.495 -0.355 0.474 -1.13
C 3.891 2.119 -5.157 -0.137 0.851 -0.208 -0.32
O 5.132 1.412 -5.254 0.855 -0.369 0.531 -0.20
C 5.317 0.657 -6.319 -0.266 0.389 0.274 0.32
O 4.590 0.608 -7.258 -0.417 -0.275 -0.756 -0.51
C 6.598 -0.194 -6.261 0.063 0.830 0.911 0.88
F 6.286 -1.481 -6.257 -0.028 -0.428 -0.392 -0.25
F 7.360 0.118 -7.298 0.175 -0.330 -0.488 -0.24
F 7.311 0.046 -5.155 0.054 0.011 0.116 -0.25
H 2.933 3.285 -3.545 -0.155 -0.033 -0.527 0.37
H 4.643 3.482 -3.655 0.235 -0.249 0.041 0.41
H 3.895 1.968 -3.014 0.438 0.082 0.051 0.31
H 3.896 2.933 -5.888 -0.092 -0.300 -0.242 0.28
H 3.105 1.407 -5.414 -0.200 0.225 0.250 0.35
C 0.524 -1.502 0.810 -0.563 -1.359 0.243 -0.48
O -0.264 -0.333 0.580 -0.230 0.220 -0.699 0.63
P 0.395 1.095 0.659 -1.226 1.055 0.479 -0.50
O 0.701 1.512 2.036 0.955 0.024 -0.387 -0.71
O 1.602 1.093 -0.397 -0.488 0.585 0.492 -0.25
C 1.356 0.592 -1.715 0.498 -1.404 -0.142 0.01
O -0.691 2.046 0.002 0.582 -0.816 -0.802 0.46
C -1.297 3.233 0.538 0.425 -0.693 0.762 -0.45
H 1.446 -1.271 1.335 0.138 -0.129 -0.200 0.49
H 0.620 -2.118 -0.090 0.614 0.750 -0.368 0.12
H -0.060 -2.221 1.388 0.076 0.624 0.489 -0.14
H 1.835 -0.391 -1.686 -0.300 -0.078 -0.466 0.33
H 1.852 1.152 -2.506 0.067 0.529 0.449 -0.28
H 0.308 0.479 -1.987 -0.087 0.150 0.360 0.10
H -0.741 3.536 1.427 -0.125 0.047 -0.001 -0.25
H -2.301 2.926 0.812 -0.166 0.532 -0.062 0.39
H -1.257 4.034 -0.191 -0.197 -0.184 -0.189 0.29
C -1.012 2.417 -3.834 0.730 -1.386 -2.052 -0.86
O -1.858 2.591 -2.743 -0.311 0.328 0.574 0.08
P -3.419 2.313 -2.840 1.041 0.202 1.223 0.70
O -4.056 2.790 -4.064 -0.427 -0.421 0.113 -0.78
O -3.435 0.740 -2.493 -0.021 0.551 -0.599 -0.15
C -4.669 0.073 -2.417 -1.968 -0.739 -0.063 -0.85
O -3.844 2.995 -1.453 0.009 0.145 -1.142 0.00
C -5.220 3.263 -1.158 -0.315 -0.236 0.100 -0.86
H -0.046 2.919 -3.776 -0.374 0.530 0.650 0.19
H -1.462 2.660 -4.803 -0.236 0.498 0.335 0.41
H -0.732 1.361 -3.992 -0.228 -0.015 0.490 0.33
H -4.848 -0.662 -3.207 0.786 -0.052 -0.099 0.28
H -5.575 0.684 -2.526 0.459 0.615 0.073 0.36
H -4.816 -0.437 -1.464 0.534 0.062 0.126 0.34
H -5.299 4.218 -0.642 0.267 -0.185 0.336 0.24
H -5.545 2.414 -0.554 -0.353 0.355 0.225 0.32
H -5.882 3.362 -2.022 0.414 -0.235 -0.311 0.36
C -0.208 -7.063 1.493 0.580 -0.523 -1.385 -0.34
O 0.783 -6.677 2.444 -0.483 -0.433 0.472 -0.40
P 0.876 -5.165 2.903 0.255 -0.522 0.072 0.82
O 1.282 -4.301 1.787 -0.512 0.240 0.323 -0.30
O -0.521 -4.911 3.616 0.725 0.223 -0.275 -0.05
C -0.705 -5.165 5.028 0.077 1.355 -0.224 -0.79
O 1.908 -5.288 4.102 -0.373 0.452 -0.017 -0.36
C 3.279 -5.624 3.842 -0.316 -0.720 -0.471 -0.69
H -1.019 -7.692 1.857 0.180 0.189 0.699 0.29
H 0.361 -7.659 0.776 -0.319 -0.052 -0.138 0.26
H -0.633 -6.237 0.924 0.082 0.238 0.263 -0.07
H -1.765 -5.006 5.208 -0.086 -0.659 -0.013 0.24
H -0.225 -4.337 5.555 0.259 -0.298 0.169 0.31
H -0.281 -6.117 5.327 -0.285 -0.134 0.034 0.37
H 3.412 -5.874 2.788 0.092 0.287 -0.048 0.27
H 3.472 -6.551 4.379 0.227 0.219 0.277 0.28
H 3.935 -4.811 4.130 -0.044 0.025 0.118 0.27
C 2.273 -5.248 -1.669 0.549 -0.312 -0.348 -0.78
N 0.815 -5.075 -1.785 -0.248 0.497 0.899 0.94
O 0.075 -6.006 -1.571 -0.069 -0.549 -0.287 -0.55
O 0.447 -3.930 -1.945 -0.151 0.153 -0.428 -0.52
H 2.710 -4.889 -2.598 0.036 0.318 0.173 0.31
H 2.556 -6.289 -1.552 -0.363 -0.051 0.189 0.30
H 2.542 -4.650 -0.803 0.206 0.012 -0.089 0.28
C 2.420 3.909 0.660 0.363 -0.663 0.338 -0.54
N 3.568 4.781 0.297 -0.495 0.135 -0.238 1.00
O 4.514 4.776 1.043 0.394 0.048 0.467 -0.57
O 3.507 5.412 -0.734 -0.146 0.254 -0.428 -0.58
H 1.841 3.641 -0.215 0.126 0.178 -0.128 0.08
H 1.785 4.357 1.419 0.210 0.335 -0.024 0.26
H 2.927 3.050 1.090 -0.436 -0.207 0.039 0.31
C -2.231 7.499 3.389 0.430 0.675 0.604 -0.74
N -2.770 6.511 2.437 -0.211 -0.276 0.115 0.92
O -3.971 6.362 2.401 -0.242 -0.039 0.120 -0.55
O -1.989 5.925 1.716 0.277 -0.039 0.051 -0.50
H -1.318 7.882 2.943 -0.191 0.321 -0.047 0.30
H -1.943 7.107 4.364 -0.119 -0.829 -0.337 0.26
H -3.006 8.224 3.619 0.061 0.184 -0.519 0.31
C 0.273 3.339 4.469 -0.039 0.152 -0.725 -0.21
N 0.375 4.579 5.281 0.165 -0.639 0.028 0.95
O -0.325 5.520 4.951 0.289 0.102 0.493 -0.55
O 1.178 4.541 6.197 -0.605 0.573 -0.285 -0.57
H -0.297 3.550 3.570 0.011 0.121 0.103 -0.17
H -0.240 2.563 5.027 0.277 0.005 0.252 0.32
H 1.294 3.090 4.200 -0.080 -0.390 0.122 0.26
```
Positions in Å, forces in eV/Å.